Record 1
74
Properties=species:S:1:pos:R:3:lowdin_spin:R:1 method="wB97M-V/def2-TZVPD" e_tot_ha=-1939.78749 charge=-2 gap_ev="1.924 / 5.586" spin_multiplicity=5 e_homo_ev="2.4690 / -1.1940" max_force_ha_per_bohr=0.1118
Os 0.11 0.77 -0.38 1.717
Cl -2.12 1.28 -0.07 0.119
C 1.71 -0.48 -0.81 0.060
C 1.32 -0.25 -2.11 0.080
C 1.76 -1.15 -3.11 0.021
C 2.78 -2.07 -2.85 0.009
C 3.29 -2.18 -1.54 -0.001
C 2.68 -1.48 -0.47 0.011
H 0.72 0.63 -2.44 0.031
H 1.27 -1.13 -4.10 0.002
H 4.13 -2.88 -1.33 0.000
H 2.94 -1.72 0.57 0.003
C 3.25 -2.95 -4.01 0.003
H 3.24 -4.02 -3.75 0.000
H 4.26 -2.71 -4.39 0.001
H 2.56 -2.82 -4.85 0.000
C 0.08 5.16 -0.94 0.103
N 0.38 3.93 -0.40 0.007
H -1.25 5.64 -2.59 0.053
N -1.07 3.57 -1.93 0.005
H 0.56 6.11 -0.66 0.056
C 1.23 3.85 0.78 0.007
C 2.07 5.12 0.87 0.117
C 0.30 3.93 2.01 0.024
H 1.45 5.98 1.16 0.030
H 2.82 4.97 1.66 0.014
H 2.58 5.37 -0.06 0.039
H 2.93 2.55 1.19 0.008
H 2.30 2.46 -0.47 0.010
H -0.50 3.18 1.98 0.002
C 2.03 2.57 0.59 0.074
H -0.18 4.94 2.01 0.013
H 0.91 3.83 2.92 0.004
H 1.44 1.71 1.00 0.024
C -0.83 4.92 -1.90 0.094
C -3.49 3.25 -2.31 0.028
H -3.80 4.30 -2.33 0.016
H -4.19 2.66 -2.92 0.005
C -2.08 3.12 -2.90 0.003
H -2.32 1.37 -4.13 0.004
C -2.14 4.09 -4.07 0.137
H -1.16 4.37 -4.48 0.044
H -3.54 2.89 -1.28 0.002
H -1.62 1.05 -2.51 0.006
H -2.66 5.02 -3.81 0.034
H -2.73 3.64 -4.88 0.018
C -1.65 1.75 -3.35 0.017
H -0.64 1.85 -3.78 0.007
C -0.26 2.91 -1.02 0.033
C -0.24 -0.58 0.82 0.191
C -0.51 -1.63 1.51 0.190
C -0.80 -2.83 2.13 0.209
C -0.54 -4.14 1.49 0.019
C -1.07 -5.40 1.90 0.040
C -0.46 -6.60 1.58 -0.002
C 0.65 -6.62 0.73 0.048
C 1.08 -5.41 0.18 -0.001
C 0.50 -4.21 0.56 0.041
C -1.32 -2.87 3.52 0.023
C -0.99 -3.97 4.34 0.039
C -1.36 -4.07 5.68 0.001
C -2.00 -2.99 6.28 0.048
C -2.22 -1.83 5.53 -0.002
C -1.97 -1.79 4.16 0.046
H -1.95 -5.44 2.55 0.001
H -0.81 -7.53 2.01 -0.001
H 1.15 -7.56 0.48 0.004
H 1.91 -5.42 -0.55 -0.001
H 0.89 -3.26 0.18 0.004
H -0.45 -4.81 3.94 0.001
H -1.13 -4.97 6.22 -0.001
H -2.30 -3.07 7.33 0.004
H -2.60 -0.96 6.04 -0.001
H -2.31 -0.92 3.56 0.003

***

Record 2
82
Properties=species:S:1:pos:R:3:lowdin_charge:R:1 method="wB97M-V/def2-TZVPD" e_tot_ha=-3157.22916 smiles=ClC(Cl)Cl.c1ccncc1.c1ccncc1.c1ccncc1.c1ccncc1.c1ccncc1.c1ccncc1.c1ccncc1 gap_ev=9.699 e_homo_ev=-9.3735 max_force_ha_per_bohr=0.0219 relative_energy_kcal_mol=0.0
Cl 0.19 1.33 -0.71 0.577
C -1.17 0.59 0.12 -1.504
Cl -1.02 0.84 1.86 0.591
Cl -1.15 -1.16 -0.21 0.543
H -2.09 1.03 -0.24 -0.036
C -4.27 2.12 -4.73 -0.069
C -3.83 0.82 -4.58 -0.060
C -3.26 0.47 -3.36 -0.166
N -3.03 1.35 -2.39 0.052
C -3.50 2.59 -2.53 -0.142
C -4.14 3.02 -3.67 -0.060
H -4.77 2.47 -5.62 0.108
H -3.92 0.10 -5.37 0.110
H -2.93 -0.54 -3.18 0.102
H -3.35 3.24 -1.67 0.109
H -4.60 3.99 -3.79 0.103
C 3.35 -0.04 -1.71 -0.095
C 3.44 -0.55 -2.99 -0.067
C 4.61 -0.31 -3.71 -0.160
N 5.61 0.42 -3.24 0.051
C 5.49 0.91 -2.01 -0.153
C 4.42 0.66 -1.16 -0.063
H 2.49 -0.32 -1.11 0.068
H 2.66 -1.17 -3.41 0.084
H 4.73 -0.75 -4.69 0.102
H 6.36 1.43 -1.63 0.102
H 4.37 1.02 -0.15 0.081
C -0.10 -1.79 -3.96 -0.100
C -0.24 -0.42 -4.09 -0.104
C -0.17 0.13 -5.37 -0.153
N -0.06 -0.58 -6.47 0.060
C 0.06 -1.89 -6.33 -0.158
C 0.07 -2.55 -5.10 -0.068
H -0.12 -2.27 -2.99 0.090
H -0.36 0.22 -3.23 0.052
H -0.29 1.21 -5.43 0.109
H 0.18 -2.47 -7.25 0.102
H 0.17 -3.63 -5.03 0.100
C 1.85 -2.63 2.03 -0.086
C 1.98 -1.26 2.11 -0.081
C 3.16 -0.73 2.63 -0.143
N 4.16 -1.49 3.06 0.055
C 4.03 -2.81 2.97 -0.162
C 2.87 -3.43 2.52 -0.077
H 0.97 -3.08 1.59 0.094
H 1.22 -0.60 1.74 0.031
H 3.31 0.34 2.72 0.079
H 4.89 -3.40 3.27 0.101
H 2.71 -4.50 2.49 0.098
C -1.31 -2.41 5.36 -0.079
C -1.36 -2.37 6.74 -0.080
C -2.09 -1.35 7.34 -0.161
N -2.76 -0.43 6.65 0.054
C -2.61 -0.43 5.33 -0.161
C -1.92 -1.41 4.63 -0.101
H -0.78 -3.21 4.86 0.103
H -0.89 -3.11 7.37 0.099
H -2.18 -1.28 8.42 0.101
H -3.08 0.38 4.78 0.096
H -1.74 -1.28 3.57 0.055
C -5.34 -2.05 0.18 -0.078
C -5.18 -2.64 1.43 -0.062
C -4.59 -1.88 2.43 -0.149
N -4.24 -0.61 2.28 0.070
C -4.38 -0.07 1.08 -0.189
C -4.92 -0.75 0.00 -0.076
H -5.78 -2.64 -0.62 0.107
H -5.43 -3.68 1.60 0.102
H -4.39 -2.30 3.41 0.102
H -4.07 0.96 0.91 0.098
H -4.92 -0.29 -0.98 0.088
C 4.32 5.37 1.51 -0.077
C 3.35 4.92 0.63 -0.068
C 2.93 3.59 0.73 -0.167
N 3.37 2.75 1.64 0.056
C 4.30 3.20 2.49 -0.143
C 4.81 4.48 2.45 -0.072
H 4.64 6.40 1.46 0.106
H 3.04 5.53 -0.20 0.103
H 2.13 3.33 0.04 0.069
H 4.58 2.50 3.27 0.105
H 5.50 4.82 3.22 0.103

***

Record 3
13
Properties=species:S:1:pos:R:3:nbo_charge:R:1 method="wB97M-V/def2-TZVPD" e_tot_ha=-340.73891 smiles=c1cnccn1.O gap_ev=10.045 e_homo_ev=-9.7786 max_force_ha_per_bohr=0.0455 relative_energy_kcal_mol=35.1
C 0.82 -0.36 0.18 -0.021
C 0.79 0.98 -0.26 -0.020
N 0.60 2.02 0.61 -0.377
C 0.31 1.69 1.91 -0.010
C 0.32 0.37 2.36 -0.024
N 0.54 -0.65 1.49 -0.378
H 0.93 -1.17 -0.55 0.206
H 0.90 1.35 -1.28 0.209
H 0.03 2.45 2.65 0.203
H 0.17 0.00 3.39 0.211
O -2.14 -2.01 -3.45 -0.939
H -1.28 -1.72 -3.83 0.468
H -2.01 -2.95 -3.22 0.471

***

Record 4
15
Properties=species:S:1:pos:R:3:nbo_charge:R:1 method="wB97M-V/def2-TZVPD" e_tot_ha=-264.04856 gap_ev=8.461 e_homo_ev=-8.7074 max_force_ha_per_bohr=0.0923 relative_energy_kcal_mol=4.5
Li -21.91 -44.09 -8.89 0.893
B -21.65 -43.59 -11.22 -0.696
H -21.25 -42.47 -10.53 -0.116
H -20.98 -44.59 -10.80 -0.078
H -22.66 -43.90 -10.96 -0.072
H -21.49 -43.52 -12.34 -0.003
O -20.00 -44.31 -7.87 -0.957
H -19.20 -43.96 -8.23 0.495
H -19.81 -44.66 -7.01 0.484
O -23.22 -45.52 -8.49 -0.999
H -24.16 -45.49 -9.05 0.515
H -22.87 -46.51 -8.54 0.507
O -22.21 -42.79 -7.88 -0.949
H -21.58 -42.04 -7.96 0.499
H -22.89 -42.30 -8.20 0.478

***

Record 5
33
Properties=species:S:1:pos:R:3:nbo_charge:R:1 method="wB97M-V/def2-TZVPD" e_tot_ha=-863.11721 charge=+3 gap_ev=2.801 e_homo_ev=-20.2536 max_force_ha_per_bohr=0.0558 relative_energy_kcal_mol=31.8
Tl -28.89 13.41 7.94 1.222
C -30.33 10.07 9.79 -0.272
O -29.44 11.09 9.63 -0.589
H -30.52 9.69 10.79 0.272
H -31.27 10.47 9.42 0.211
H -30.06 9.30 9.07 0.253
H -28.67 10.94 10.18 0.512
C -25.54 13.21 5.66 -0.267
O -26.85 12.79 6.01 -0.624
H -24.85 13.28 6.50 0.219
H -25.08 12.39 5.10 0.264
H -25.57 14.12 5.06 0.207
H -27.34 12.53 5.23 0.511
C -26.19 16.19 8.05 -0.097
C -27.13 16.75 9.17 -0.080
O -28.45 16.05 9.14 -0.679
O -26.04 14.79 8.25 -0.601
H -25.18 16.62 8.11 0.253
H -26.59 16.48 7.08 0.237
H -27.31 17.82 9.07 0.239
H -26.70 16.59 10.16 0.256
H -29.07 16.53 9.70 0.527
H -25.29 14.57 8.81 0.524
C -30.68 16.51 6.54 -0.120
C -29.78 16.06 5.45 -0.127
O -28.54 15.52 5.89 -0.639
O -31.16 15.36 7.27 -0.650
H -31.56 17.01 6.15 0.257
H -30.28 17.24 7.25 0.249
H -29.55 16.82 4.71 0.239
H -30.30 15.28 4.88 0.255
H -27.96 15.81 5.19 0.514
H -32.09 15.58 7.42 0.524

***

Record 6
71
Properties=species:S:1:pos:R:3:lowdin_charge:R:1 method="wB97M-V/def2-TZVPD" e_tot_ha=-57152.72568 charge=-1 gap_ev=6.261 e_homo_ev=-5.2113 max_force_ha_per_bohr=0.0154
C 0.06 -2.99 1.20 -0.140
C -0.16 -1.58 0.66 -0.276
C 1.14 -0.91 0.22 -0.233
C 1.00 0.57 -0.16 -0.220
C -0.07 0.84 -1.25 -0.277
C -1.30 1.68 -0.81 -0.300
Ga -2.99 0.79 -0.21 0.305
P -4.33 2.65 0.51 0.542
O -4.38 3.84 -0.43 -0.626
N -3.98 -0.09 -1.67 -0.134
C -3.25 -0.08 -2.94 -0.144
C -4.32 -1.37 -1.28 -0.637
C -5.46 -1.43 -0.27 -0.041
O -3.79 -2.40 -1.68 -0.004
H 0.85 -3.00 1.96 0.048
H 0.27 -3.72 0.41 -0.039
H -0.86 -3.31 1.71 0.074
H -0.59 -0.97 1.46 0.077
H -0.87 -1.64 -0.17 0.095
H 1.55 -1.45 -0.64 0.093
H 1.85 -1.01 1.05 0.088
H 1.96 0.84 -0.61 0.030
H 0.87 1.20 0.72 0.091
H 0.43 1.41 -2.04 0.046
H -0.34 -0.12 -1.70 0.081
H -1.54 2.36 -1.64 0.050
H -1.01 2.33 0.02 -0.057
H -2.90 -0.20 1.03 -0.023
H -5.65 2.16 0.77 -0.059
H -3.93 3.04 1.82 -0.105
H -3.40 0.89 -3.43 0.075
H -3.67 -0.85 -3.60 0.076
H -2.18 -0.30 -2.86 0.059
H -5.18 -0.95 0.67 0.041
H -6.31 -0.89 -0.69 0.075
H -5.76 -2.46 -0.10 0.071
C 5.40 -0.60 -1.33 -1.610
Br 4.14 -0.78 -2.76 0.576
Br 4.94 0.82 -0.12 0.599
Br 5.64 -2.27 -0.41 0.564
H 6.35 -0.34 -1.78 -0.034
C 0.38 1.63 4.69 -1.620
Br -0.94 2.08 3.38 0.582
Br -0.42 1.47 6.44 0.539
Br 1.37 0.05 4.22 0.589
H 1.09 2.45 4.74 -0.030
C 3.79 3.26 -4.24 -1.639
Br 3.76 4.96 -5.14 0.567
Br 5.60 2.74 -3.79 0.541
Br 2.64 3.23 -2.71 0.621
H 3.42 2.52 -4.94 -0.028
C 8.03 -4.91 -2.50 -1.627
Br 6.18 -4.85 -3.05 0.549
Br 8.81 -3.15 -2.38 0.554
Br 8.25 -5.90 -0.87 0.566
H 8.57 -5.44 -3.27 -0.033
C -2.49 5.85 -0.40 -1.622
Br -3.55 7.14 0.55 0.558
Br -1.35 6.70 -1.72 0.538
Br -1.47 4.75 0.79 0.614
H -3.17 5.19 -0.92 -0.070
C -4.66 1.66 6.36 -1.631
Br -3.75 3.15 7.16 0.540
Br -4.81 1.86 4.46 0.575
Br -3.85 -0.02 6.84 0.544
H -5.67 1.65 6.76 -0.037
C 3.28 -5.46 -0.04 -1.620
Br 1.76 -5.00 -1.12 0.657
Br 2.82 -5.61 1.82 0.592
Br 4.18 -7.05 -0.65 0.533
H 3.98 -4.64 -0.12 -0.097

***

Record 7
131
Properties=species:S:1:pos:R:3:lowdin_charge:R:1 method="wB97M-V/def2-TZVPD" e_tot_ha=-5560.60262 charge=-1 gap_ev=4.621 e_homo_ev=-2.3003 max_force_ha_per_bohr=0.0822 relative_energy_kcal_mol=112.5
Be -0.81 -0.60 0.42 0.235
C -0.86 3.05 4.92 -0.098
C -1.02 3.91 3.83 -0.088
C -1.49 3.43 2.62 -0.121
C -1.82 2.08 2.47 -0.354
C -1.66 1.23 3.56 -0.078
C -1.18 1.71 4.77 -0.086
P -2.30 1.47 0.81 1.065
C -3.56 2.71 0.32 -0.368
C -3.67 3.00 -1.04 -0.096
C -4.64 3.88 -1.50 -0.087
C -5.50 4.49 -0.60 -0.096
C -5.39 4.22 0.76 -0.088
C -4.43 3.34 1.22 -0.102
C -3.22 -0.06 1.17 -0.410
C -4.57 -0.22 1.46 -0.083
C -5.04 -1.49 1.73 -0.096
C -4.17 -2.58 1.70 -0.096
C -2.83 -2.40 1.39 -0.118
C -2.31 -1.14 1.09 -0.224
H -0.49 3.43 5.86 0.096
H -0.76 4.96 3.93 0.102
H -1.59 4.10 1.78 0.097
H -1.91 0.18 3.47 0.099
H -1.06 1.04 5.61 0.100
H -2.98 2.54 -1.73 0.101
H -4.71 4.10 -2.55 0.101
H -6.26 5.18 -0.95 0.097
H -6.06 4.70 1.47 0.099
H -4.34 3.13 2.28 0.109
H -5.24 0.63 1.48 0.095
H -6.09 -1.64 1.94 0.095
H -4.55 -3.57 1.92 0.095
H -2.18 -3.27 1.38 0.046
C 2.15 5.53 -1.94 -0.157
C 0.88 4.75 -1.63 -0.595
C -0.04 5.52 -0.69 -0.194
Sb 0.96 2.67 -0.89 1.526
C 1.96 2.92 1.04 -0.532
C 2.57 1.58 1.43 -0.174
C 2.96 4.06 1.19 -0.144
C 2.57 1.82 -2.08 -0.531
C 2.09 1.77 -3.53 -0.130
C 3.97 2.40 -1.95 -0.098
H 1.90 6.55 -2.27 0.064
H 2.72 5.06 -2.74 0.048
H 2.80 5.62 -1.07 0.050
H 0.34 4.61 -2.57 0.062
H 0.43 5.66 0.29 0.055
H -0.99 5.00 -0.53 0.037
H -0.27 6.52 -1.08 0.064
H 1.12 3.12 1.71 0.046
H 3.43 1.33 0.80 0.009
H 1.86 0.76 1.33 0.055
H 2.92 1.60 2.47 0.090
H 3.78 3.99 0.47 0.060
H 3.41 4.03 2.20 0.070
H 2.50 5.04 1.07 0.047
H 2.59 0.79 -1.70 -0.047
H 1.98 2.77 -3.95 0.079
H 1.14 1.25 -3.62 0.092
H 2.82 1.22 -4.14 0.024
H 4.02 3.44 -2.28 0.052
H 4.66 1.82 -2.57 0.079
H 4.34 2.35 -0.93 0.058
C 0.53 -0.43 -0.45 -0.112
C 1.51 -0.50 -1.20 -0.196
C 2.61 -0.58 -2.05 -0.309
C 3.93 -0.48 -1.48 -0.190
C 4.10 -0.05 -0.15 -0.104
C 5.35 0.03 0.45 -0.087
C 6.50 -0.33 -0.24 -0.119
C 6.36 -0.78 -1.55 -0.115
C 5.12 -0.86 -2.16 -0.060
C 2.32 -0.78 -3.47 -0.203
C 3.14 -0.30 -4.51 -0.142
C 2.82 -0.48 -5.84 -0.097
C 1.65 -1.14 -6.21 -0.125
C 0.81 -1.60 -5.21 -0.107
C 1.13 -1.42 -3.87 -0.050
H 3.22 0.22 0.42 0.040
H 5.42 0.38 1.47 0.106
H 7.48 -0.26 0.22 0.083
H 7.24 -1.10 -2.11 0.091
H 5.06 -1.27 -3.16 0.099
H 4.03 0.26 -4.26 0.110
H 3.48 -0.08 -6.61 0.098
H 1.40 -1.28 -7.26 0.082
H -0.12 -2.10 -5.47 0.091
H 0.45 -1.78 -3.10 0.101
C 1.05 -6.59 2.84 -0.125
C 2.10 -6.57 1.72 -0.628
C 2.32 -8.01 1.24 -0.095
C 3.40 -6.08 2.38 -0.109
Si 1.61 -5.41 0.27 0.465
Br 0.78 -3.55 1.25 0.574
C 3.09 -4.79 -0.78 -0.610
C 3.99 -5.96 -1.21 -0.090
C 2.59 -4.07 -2.04 -0.091
C 3.94 -3.77 -0.01 -0.105
C 0.14 -6.08 -0.79 -0.621
C 0.62 -7.17 -1.77 -0.091
C -0.54 -4.97 -1.60 -0.109
C -0.93 -6.70 0.12 -0.111
H 1.39 -7.28 3.63 0.082
H 0.07 -6.94 2.51 0.055
H 0.92 -5.61 3.29 0.048
H 2.71 -8.62 2.06 0.084
H 3.04 -8.08 0.41 0.068
H 1.39 -8.47 0.91 0.062
H 3.61 -6.70 3.26 0.083
H 3.32 -5.05 2.71 0.077
H 4.27 -6.16 1.72 0.061
H 3.45 -6.72 -1.78 0.066
H 4.48 -6.45 -0.37 0.060
H 4.78 -5.57 -1.86 0.088
H 2.09 -4.74 -2.74 0.066
H 3.46 -3.64 -2.56 0.093
H 1.92 -3.24 -1.80 0.063
H 4.43 -4.19 0.87 0.061
H 3.36 -2.91 0.30 0.044
H 4.73 -3.39 -0.68 0.084
H 1.33 -6.77 -2.50 0.062
H -0.24 -7.54 -2.33 0.086
H 1.08 -8.02 -1.27 0.065
H 0.06 -4.64 -2.45 0.061
H -0.77 -4.09 -1.00 0.040
H -1.49 -5.36 -2.00 0.084
H -0.58 -7.59 0.64 0.058
H -1.79 -7.00 -0.50 0.083
H -1.29 -5.98 0.86 0.070

***

Record 8
18
Properties=species:S:1:pos:R:3:lowdin_spin:R:1 method="wB97M-V/def2-TZVPD" e_tot_ha=-819.92191 charge=+1 gap_ev="5.967 / 6.436" spin_multiplicity=3 e_homo_ev="-10.1174 / -14.3330" max_force_ha_per_bohr=0.0995 relative_energy_kcal_mol=43.3
C -0.79 2.23 0.41 0.072
C -0.39 -1.71 -0.16 0.443
C 0.55 1.81 -0.15 0.031
C -0.47 -0.44 -0.62 0.261
C -1.83 0.07 0.47 0.246
N -1.76 1.41 0.59 0.445
N 0.52 -2.15 0.73 0.329
N 0.72 0.37 -0.32 0.025
Cl -3.32 -0.46 -0.26 0.058
H -1.04 3.20 0.55 0.013
H -1.11 -2.51 -0.40 0.015
H 0.62 2.28 -1.21 0.000
H 1.40 2.22 0.32 0.003
H -1.11 -0.44 -1.57 0.018
H -1.58 -0.47 1.46 0.007
H 0.37 -3.06 1.01 0.008
H 1.37 0.09 -1.15 0.014
H 1.32 -1.66 1.01 0.011